C56H138N18O21P6 | wB97M-V/def2-TZVPD

The value obtained for the orbital gap is 7.7 eV. As for the LUMO energy: -0.20 eV. The value obtained for the strongest force on any atom is 5.4 eV/Å. The multiplicity is 1.

Each atom is followed by the atoms it is bonded to, with distances in Å.
Atoms and positions in Å:
1 P -8.957 3.210 -1.256  O12 1.513, N29 1.709, N30 1.696, N44 1.714
2 P 6.898 4.429 1.753  O9 1.515, N28 1.673, N32 1.743, N38 1.724
3 P 3.306 -2.651 8.515  O19 1.481, N33 1.754, N37 1.762, N43 1.702
4 P -0.495 9.100 3.748  O24 1.537, N34 1.717, N36 1.744, N39 1.745
5 P 6.916 -4.269 -5.130  O27 1.464, N35 1.706, N42 1.752, N45 1.709
6 P -5.282 -7.235 -4.830  O10 1.505, N31 1.747, N40 1.743, N41 1.738
7 O -4.097 -2.496 -10.745  C48 1.365, C51 1.396
8 O -2.310 -2.752 -9.553  C48 1.323, C96 1.401
9 O 5.718 3.673 2.328  P2 1.515
10 O -5.492 -5.819 -5.295  P6 1.505
11 O 2.910 -9.571 4.025  C65 1.400, C69 1.339
12 O -10.184 3.475 -2.102  P1 1.513
13 O -0.708 0.356 -3.107  C53 1.364, C78 1.312
14 O -2.564 5.558 -8.430  C47 1.381, C74 1.299
15 O 4.756 -9.140 2.827  C69 1.245
16 O -2.400 4.839 -10.548  C74 1.218
17 O -5.065 -3.057 5.144  C71 1.431, C82 1.287
18 O -0.022 2.394 -2.561  C62 1.398, C78 1.375
19 O 2.202 -3.556 8.116  P3 1.481
20 O -3.003 -4.533 -10.805  C48 1.233
21 O -0.125 1.861 -4.754  C78 1.240
22 O -4.412 -1.613 6.591  C82 1.361, C99 1.409
23 O -2.223 7.006 -9.987  C74 1.328, C75 1.416
24 O -1.241 10.436 3.607  P4 1.537
25 O 3.030 -7.628 3.020  C54 1.376, C69 1.318
26 O -4.400 -1.076 4.350  C82 1.226
27 O 7.449 -5.153 -6.168  P5 1.464
28 N 6.620 5.277 0.338  P2 1.673, C63 1.467, C91 1.486
29 N -9.318 3.505 0.388  P1 1.709, C81 1.472, C94 1.495
30 N -8.367 1.620 -1.246  P1 1.696, C64 1.461, C93 1.454
31 N -3.623 -7.709 -4.554  P6 1.747, C52 1.492, C95 1.513
32 N 7.606 5.626 2.803  P2 1.743, C50 1.389, C57 1.427
33 N 2.866 -0.957 8.617  P3 1.754, C90 1.455, C98 1.489
34 N -1.497 7.789 4.221  P4 1.717, C83 1.491, C100 1.493
35 N 5.757 -3.188 -5.762  P5 1.706, C56 1.516, C85 1.491
36 N 0.417 8.587 2.353  P4 1.744, C77 1.446, C97 1.473
37 N 4.025 -2.876 10.107  P3 1.762, C67 1.505, C68 1.492
38 N 8.206 3.365 1.391  P2 1.724, C58 1.483, C80 1.469
39 N 0.705 9.094 5.016  P4 1.745, C61 1.439, C88 1.461
40 N -5.983 -7.437 -3.247  P6 1.743, C70 1.457, C89 1.460
41 N -5.948 -8.465 -5.862  P6 1.738, C59 1.470, C73 1.495
42 N 5.935 -5.089 -3.933  P5 1.752, C72 1.460, C76 1.485
43 N 4.579 -2.622 7.386  P3 1.702, C84 1.465, C92 1.464
44 N -7.592 4.180 -1.623  P1 1.714, C49 1.448, C79 1.459
45 N 8.046 -3.255 -4.345  P5 1.709, C46 1.480, C60 1.461
46 C 8.702 -3.752 -3.115  N45 1.480, H113 1.090, H121 1.090, H173 1.090
47 C -2.928 6.763 -7.863  O14 1.381, C75 1.479, C86 1.578, H206 1.090
48 C -3.141 -3.391 -10.361  O7 1.365, O8 1.323, O20 1.233
49 C -6.323 4.182 -0.928  N44 1.448, H143 1.090, H205 1.090, H209 1.090
50 C 7.410 5.506 4.173  N32 1.389, H131 1.090, H155 1.090, H218 1.090
51 C -4.030 -1.261 -10.098  O7 1.396, C66 1.524, C96 1.595, H141 1.090
52 C -3.221 -9.109 -4.234  N31 1.492, H186 1.090, H210 1.090, H228 1.090
53 C -0.815 0.411 -1.749  O13 1.364, C55 1.555, C62 1.498, H160 1.090
54 C 1.720 -7.757 3.417  O25 1.376, C65 1.476, C87 1.525, H148 1.090
55 C 0.107 -0.704 -1.180  C53 1.555, H185 1.090, H187 1.090, H230 1.090
56 C 5.343 -1.945 -5.000  N35 1.516, H130 1.090, H133 1.090, H176 1.090
57 C 8.713 6.453 2.449  N32 1.427, H126 1.090, H142 1.090, H233 1.090
58 C 8.973 2.594 2.399  N38 1.483, H118 1.090, H188 1.090, H213 1.090
59 C -5.775 -8.385 -7.319  N41 1.470, H154 1.090, H168 1.090, H184 1.090
60 C 8.639 -2.105 -5.022  N45 1.461, H122 1.090, H203 1.090, H216 1.090
61 C 1.443 7.892 5.299  N39 1.439, H129 1.090, H159 1.090, H223 1.090
62 C -0.330 1.771 -1.348  O18 1.398, C53 1.498, H199 1.090, H201 1.090
63 C 7.663 5.960 -0.434  N28 1.467, H174 1.090, H219 1.090, H238 1.090
64 C -7.589 1.098 -2.367  N30 1.461, H123 1.090, H178 1.090, H234 1.090
65 C 1.663 -8.974 4.249  O11 1.400, C54 1.476, H112 1.090, H158 1.090
66 C -5.408 -0.941 -9.530  C51 1.524, H135 1.090, H138 1.090, H152 1.090
67 C 3.225 -3.719 11.064  N37 1.505, H149 1.090, H189 1.090, H215 1.090
68 C 5.100 -1.996 10.649  N37 1.492, H164 1.090, H211 1.090, H237 1.090
69 C 3.671 -8.748 3.293  O11 1.339, O15 1.245, O25 1.318
70 C -5.458 -6.679 -2.119  N40 1.457, H139 1.090, H151 1.090, H196 1.090
71 C -4.964 -3.766 6.382  O17 1.431, C99 1.481, H132 1.090, H182 1.090
72 C 5.436 -4.577 -2.660  N42 1.460, H109 1.090, H134 1.090, H144 1.090
73 C -6.384 -9.810 -5.375  N41 1.495, H128 1.090, H137 1.090, H207 1.090
74 C -2.380 5.718 -9.705  O14 1.299, O16 1.218, O23 1.328
75 C -2.397 7.770 -8.807  O23 1.416, C47 1.479, H104 1.090, H125 1.090
76 C 5.216 -6.313 -4.371  N42 1.485, H110 1.090, H165 1.090, H172 1.090
77 C -0.343 8.168 1.196  N36 1.446, H115 1.090, H157 1.090, H166 1.090
78 C -0.263 1.498 -3.576  O13 1.312, O18 1.375, O21 1.240
79 C -7.861 5.443 -2.302  N44 1.459, H140 1.090, H175 1.090, H198 1.090
80 C 8.297 2.688 0.090  N38 1.469, H119 1.090, H153 1.090, H180 1.090
81 C -8.315 3.382 1.458  N29 1.472, H103 1.090, H127 1.090, H192 1.090
82 C -4.582 -1.870 5.265  O17 1.287, O22 1.361, O26 1.226
83 C -1.094 6.393 3.885  N34 1.491, H156 1.090, H224 1.090, H227 1.090
84 C 4.358 -2.036 6.062  N43 1.465, H200 1.090, H232 1.090, H236 1.090
85 C 4.955 -3.463 -6.988  N35 1.491, H102 1.090, H117 1.090, H194 1.090
86 C -2.289 6.861 -6.424  C47 1.578, H108 1.090, H120 1.090, H146 1.090
87 C 0.843 -7.748 2.168  C54 1.525, H124 1.090, H171 1.090, H217 1.090
88 C 0.321 9.905 6.168  N39 1.461, H106 1.090, H145 1.090, H162 1.090
89 C -7.440 -7.510 -3.202  N40 1.460, H107 1.090, H212 1.090, H239 1.090
90 C 3.751 0.184 8.434  N33 1.455, H181 1.090, H193 1.090, H225 1.090
91 C 5.416 4.968 -0.477  N28 1.486, H105 1.090, H167 1.090, H183 1.090
92 C 5.670 -3.598 7.407  N43 1.464, H190 1.090, H220 1.090, H235 1.090
93 C -8.913 0.568 -0.405  N30 1.454, H111 1.090, H147 1.090, H170 1.090
94 C -10.585 4.229 0.715  N29 1.495, H136 1.090, H169 1.090, H222 1.090
95 C -2.494 -6.703 -4.617  N31 1.513, H161 1.090, H195 1.090, H231 1.090
96 C -2.881 -1.580 -9.039  O8 1.401, C51 1.595, H191 1.090, H226 1.090
97 C 1.679 9.248 1.977  N36 1.473, H177 1.090, H197 1.090, H214 1.090
98 C 1.447 -0.627 8.925  N33 1.489, H116 1.090, H163 1.090, H179 1.090
99 C -4.191 -2.842 7.244  O22 1.409, C71 1.481, C101 1.565, H114 1.090
100 C -2.876 7.920 4.779  N34 1.493, H202 1.090, H221 1.090, H229 1.090
101 C -4.591 -2.772 8.755  C99 1.565, H150 1.090, H204 1.090, H208 1.090
102 H 5.303 -2.793 -7.774  C85 1.090
103 H -7.631 4.228 1.516  C81 1.090
104 H -1.441 8.152 -8.452  C75 1.090
105 H 5.514 4.099 -1.128  C91 1.090
106 H -0.096 10.873 5.889  C88 1.090
107 H -7.817 -8.007 -4.096  C89 1.090
108 H -2.609 5.997 -5.841  C86 1.090
109 H 5.931 -3.650 -2.370  C72 1.090
110 H 5.955 -6.968 -4.833  C76 1.090
111 H -8.987 0.886 0.635  C93 1.090
112 H 0.810 -9.589 3.961  C65 1.090
113 H 8.739 -2.934 -2.396  C46 1.090
114 H -3.129 -3.051 7.118  C99 1.090
115 H -1.351 7.855 1.467  C77 1.090
116 H 1.130 -0.944 9.919  C98 1.090
117 H 5.158 -4.473 -7.345  C85 1.090
118 H 9.959 2.349 2.006  C58 1.090
119 H 9.305 2.314 -0.089  C80 1.090
120 H -2.601 7.784 -5.935  C86 1.090
121 H 8.133 -4.589 -2.711  C46 1.090
122 H 7.930 -1.657 -5.719  C60 1.090
123 H -8.232 0.747 -3.174  C64 1.090
124 H 1.255 -8.485 1.479  C87 1.090
125 H -3.118 8.582 -8.899  C75 1.090
126 H 8.308 7.276 1.860  C57 1.090
127 H -7.864 2.390 1.457  C81 1.090
128 H -6.071 -9.954 -4.341  C73 1.090
129 H 1.838 7.324 4.456  C61 1.090
130 H 4.314 -2.085 -4.669  C56 1.090
131 H 6.632 4.752 4.291  C50 1.090
132 H -5.957 -3.917 6.805  C71 1.090
133 H 5.301 -1.093 -5.679  C56 1.090
134 H 4.391 -4.284 -2.764  C72 1.090
135 H -5.472 -0.237 -8.700  C66 1.090
136 H -10.679 4.446 1.779  C94 1.090
137 H -6.058 -10.663 -5.970  C73 1.090
138 H -5.852 -1.895 -9.246  C66 1.090
139 H -6.055 -6.727 -1.208  C70 1.090
140 H -8.192 6.230 -1.624  C79 1.090
141 H -3.909 -0.550 -10.915  C51 1.090
142 H 9.216 6.850 3.331  C57 1.090
143 H -6.152 3.172 -0.554  C49 1.090
144 H 5.617 -5.275 -1.842  C72 1.090
145 H -0.411 9.330 6.735  C88 1.090
146 H -1.203 6.771 -6.420  C86 1.090
147 H -9.856 0.167 -0.777  C93 1.090
148 H 1.514 -6.915 4.078  C54 1.090
149 H 3.927 -4.269 11.692  C67 1.090
150 H -4.255 -3.681 9.253  C101 1.090
151 H -5.303 -5.623 -2.337  C70 1.090
152 H -6.146 -0.610 -10.260  C66 1.090
153 H 8.017 3.323 -0.751  C80 1.090
154 H -5.313 -9.294 -7.706  C59 1.090
155 H 7.089 6.478 4.547  C50 1.090
156 H -1.992 5.781 3.966  C83 1.090
157 H 0.211 7.431 0.615  C77 1.090
158 H 1.547 -8.650 5.283  C65 1.090
159 H 0.922 7.140 5.891  C61 1.090
160 H -1.833 0.248 -1.393  C53 1.090
161 H -2.208 -6.473 -5.643  C95 1.090
162 H 1.211 10.028 6.785  C88 1.090
163 H 0.812 -1.120 8.190  C98 1.090
164 H 5.938 -2.133 9.966  C68 1.090
165 H 4.444 -6.139 -5.121  C76 1.090
166 H -0.527 8.976 0.488  C77 1.090
167 H 4.593 4.762 0.207  C91 1.090
168 H -6.756 -8.243 -7.773  C59 1.090
169 H -10.726 5.166 0.177  C94 1.090
170 H -8.193 -0.249 -0.456  C93 1.090
171 H -0.183 -7.984 2.451  C87 1.090
172 H 4.930 -6.860 -3.472  C76 1.090
173 H 9.648 -4.230 -3.371  C46 1.090
174 H 7.551 7.028 -0.250  C63 1.090
175 H -7.034 5.823 -2.902  C79 1.090
176 H 5.913 -1.820 -4.080  C56 1.090
177 H 1.475 10.308 2.128  C97 1.090
178 H -6.949 1.800 -2.901  C64 1.090
179 H 1.324 0.456 8.940  C98 1.090
180 H 7.632 1.825 0.119  C80 1.090
181 H 3.460 1.121 8.908  C90 1.090
182 H -4.420 -4.710 6.358  C71 1.090
183 H 5.204 5.785 -1.166  C91 1.090
184 H -5.079 -7.574 -7.531  C59 1.090
185 H 0.153 -0.724 -0.091  C55 1.090
186 H -3.124 -9.750 -5.110  C52 1.090
187 H 1.142 -0.611 -1.510  C55 1.090
188 H 9.172 3.250 3.247  C58 1.090
189 H 2.618 -3.089 11.714  C67 1.090
190 H 5.836 -3.824 8.460  C92 1.090
191 H -3.205 -1.736 -8.010  C96 1.090
192 H -8.858 3.379 2.403  C81 1.090
193 H 3.842 0.352 7.360  C90 1.090
194 H 3.893 -3.315 -6.790  C85 1.090
195 H -2.732 -5.833 -4.005  C95 1.090
196 H -4.500 -7.091 -1.800  C70 1.090
197 H 1.937 9.000 0.948  C97 1.090
198 H -8.686 5.323 -3.004  C79 1.090
199 H 0.539 1.670 -0.697  C62 1.090
200 H 3.295 -2.153 5.848  C84 1.090
201 H -1.052 2.378 -0.802  C62 1.090
202 H -3.415 6.972 4.782  C100 1.090
203 H 9.508 -2.526 -5.528  C60 1.090
204 H -4.234 -1.928 9.347  C101 1.090
205 H -6.422 4.721 0.014  C49 1.090
206 H -4.015 6.830 -7.802  C47 1.090
207 H -7.469 -9.748 -5.461  C73 1.090
208 H -5.660 -2.592 8.864  C101 1.090
209 H -5.522 4.651 -1.500  C49 1.090
210 H -2.343 -9.234 -3.601  C52 1.090
211 H 4.782 -0.954 10.694  C68 1.090
212 H -7.764 -8.071 -2.326  C89 1.090
213 H 8.475 1.698 2.769  C58 1.090
214 H 2.516 8.930 2.599  C97 1.090
215 H 2.541 -4.355 10.502  C67 1.090
216 H 8.868 -1.383 -4.237  C60 1.090
217 H 0.803 -6.771 1.686  C87 1.090
218 H 8.280 5.083 4.676  C50 1.090
219 H 7.466 5.934 -1.506  C63 1.090
220 H 6.580 -3.153 7.005  C92 1.090
221 H -2.733 8.021 5.854  C100 1.090
222 H -11.429 3.629 0.374  C94 1.090
223 H 2.264 8.215 5.940  C61 1.090
224 H -0.740 6.342 2.856  C83 1.090
225 H 4.768 -0.064 8.738  C90 1.090
226 H -2.201 -0.729 -9.088  C96 1.090
227 H -0.316 6.079 4.582  C83 1.090
228 H -4.067 -9.448 -3.636  C52 1.090
229 H -3.467 8.703 4.304  C100 1.090
230 H -0.338 -1.663 -1.444  C55 1.090
231 H -1.610 -7.173 -4.185  C95 1.090
232 H 4.828 -2.555 5.226  C84 1.090
233 H 9.489 5.903 1.916  C57 1.090
234 H -6.960 0.269 -2.045  C64 1.090
235 H 5.444 -4.573 6.975  C92 1.090
236 H 4.663 -0.990 6.078  C84 1.090
237 H 5.303 -2.304 11.674  C68 1.090
238 H 8.693 5.734 -0.157  C63 1.090
239 H -7.825 -6.502 -3.361  C89 1.090

Results of the Mulliken charge analysis, in e, for atoms 1 through 99: P 0.19; P 0.51; P 0.43; P 0.48; P 0.49; P 0.34; O -0.37; O -0.31; O -0.85; O -0.83; O -0.32; O -0.83; O -0.30; O -0.32; O -0.58; O -0.58; O -0.29; O -0.32; O -0.84; O -0.58; O -0.60; O -0.36; O -0.33; O -0.82; O -0.34; O -0.60; O -0.85; N 0.13; N 0.24; N 0.35; N 0.21; N 0.13; N 0.31; N 0.23; N 0.28; N 0.26; N 0.12; N 0.33; N 0.19; N 0.18; N 0.27; N 0.18; N 0.22; N 0.30; N 0.36; C -1.04; C 0.40; C 0.69; C -0.97; C -1.19; C 0.39; C -0.90; C 0.48; C 0.37; C -1.44; C -1.13; C -1.02; C -1.00; C -1.01; C -1.02; C -1.12; C -0.40; C -1.23; C -1.03; C -0.36; C -1.31; C -0.96; C -0.94; C 0.65; C -1.02; C -0.39; C -1.11; C -1.14; C 0.68; C -0.40; C -1.04; C -1.32; C 0.65; C -1.06; C -1.06; C -1.02; C 0.69; C -0.91; C -1.11; C -1.09; C -1.41; C -1.30; C -0.98; C -1.09; C -1.13; C -1.09; C -1.12; C -1.03; C -0.93; C -0.94; C -0.38; C -1.09; C -1.00; C 0.42